<a>
Here is the molecule C5H6N2 from OMol25. Energies are from ωB97M-V with the def2-TZVPD basis set.

The orbital gap is 9.9 eV. As for the SMILES: C#C[C@@H]1CN1N=C.

Each line ends with the Mulliken charge.
Atoms and positions in Å:
N -1.062 -0.616 -0.892  -0.43
N -0.776 0.608 -0.692  0.02
C 2.480 -1.028 -0.099  0.00
C -1.796 -1.131 -0.007  -0.26
C 1.645 -0.124 -0.271  -0.48
C -0.275 1.251 0.534  -0.59
C 0.709 1.043 -0.663  -0.07
H -0.590 2.206 0.626  0.31
H -2.235 -0.650 0.969  0.24
H -1.930 -2.315 0.122  0.22
H 0.932 1.878 -1.429  0.31
H -0.062 0.782 1.499  0.33
H 2.961 -1.903 0.304  0.39

<b>
Here is a structure of composition C5H6N2 from OMol25. Energies are from ωB97M-V with the def2-TZVPD basis set.

The orbital gap is 7.8 eV.

Each line ends with the Mulliken charge.
Atoms and positions in Å:
N 1.221 -1.852 -0.914  -0.51
N -1.116 0.356 0.058  -0.41
C 0.623 -1.068 -0.271  0.31
C -0.799 -1.420 1.707  -0.93
C -0.611 -0.807 0.517  0.59
C 0.803 1.396 -1.720  -0.51
C 0.505 1.067 -0.474  -0.18
H 0.765 1.705 0.366  0.34
H 1.329 2.324 -1.922  0.26
H -1.701 0.815 0.762  0.25
H -0.377 -2.397 1.903  0.30
H -1.211 -0.867 2.543  0.23
H 0.570 0.747 -2.555  0.27

<c>
Here is a cluster of 2 separate species, C5H6N2 in total from OMol25. Energies are from ωB97M-V with the def2-TZVPD basis set.

The orbital gap is 7.7 eV.

Each line ends with the Mulliken charge.
Atoms and positions in Å:
N -2.457 -0.922 0.880  0.42
N -3.076 -0.647 1.797  -0.68
C 0.966 1.836 -0.020  -0.40
C -2.195 -1.243 -0.289  0.42
C 0.623 0.845 0.785  -0.11
C -1.190 -0.961 -1.357  -0.49
C -1.421 -2.244 -1.047  -0.32
H 0.825 0.822 1.899  0.22
H 0.702 1.938 -1.055  0.23
H -1.644 -3.272 -1.314  0.35
H 1.483 2.668 0.378  0.24
H -0.536 -0.198 -1.696  0.33
H -0.029 0.011 0.481  -0.21

<d>
Here is the molecule C5H6N2 from OMol25. Energies are from ωB97M-V with the def2-TZVPD basis set.

The orbital gap is 10.8 eV. As for the SMILES: [H]/N=C\N1C[C@@H]1C#C.

Each line ends with the Mulliken charge.
Atoms and positions in Å:
N 0.770 0.653 -0.782  -0.41
N 1.825 -1.342 0.122  -0.59
C 0.414 1.246 0.627  -0.85
C -0.591 1.102 -0.370  0.45
C 0.923 -0.806 -0.618  -0.03
C -1.401 -0.122 -0.268  -0.81
C -1.925 -1.189 0.116  0.20
H 0.936 2.221 0.808  0.21
H 1.894 -0.553 0.889  0.29
H -1.000 1.850 -1.173  0.30
H 0.307 0.500 1.351  0.50
H 0.383 -1.500 -1.318  0.42
H -2.536 -2.060 0.619  0.33

Most stable: <d> (next structure +3.2 kcal/mol)

<a>
Here is the molecule C5H6N2 from OMol25. Energies are from ωB97M-V with the def2-TZVPD basis set.

The orbital gap is 8.8 eV. As for the SMILES: C=C/C(N)=C/C#N.

Each line ends with the Mulliken charge.
Atoms and positions in Å:
N 0.728 -0.127 1.690  -0.57
N -2.559 -0.939 2.128  -0.45
C -1.141 -0.446 0.072  -0.50
C 0.801 0.557 -2.019  -0.71
C -2.023 -0.666 1.147  0.20
C 0.179 -0.241 0.335  0.52
C 1.086 0.073 -0.787  -0.24
H 2.180 -0.016 -0.603  0.31
H -1.521 -0.266 -0.963  0.32
H 0.932 0.856 1.836  0.27
H -0.074 -0.436 2.256  0.32
H -0.083 1.143 -2.235  0.28
H 1.495 0.508 -2.854  0.25

<b>
Here is the molecule C5H6N2 from OMol25. Energies are from ωB97M-V with the def2-TZVPD basis set.

The orbital gap is 10.5 eV. As for the SMILES: C=C/C(C#N)=N\C.

Each line ends with the Mulliken charge.
Atoms and positions in Å:
N 1.052 -2.699 -1.129  -0.42
N 0.569 -0.354 1.350  -0.51
C 0.109 0.410 -1.073  -0.36
C -0.846 -0.075 -1.829  -0.65
C 0.028 0.805 2.044  -0.82
C 0.902 -1.700 -0.591  0.19
C 0.537 -0.453 0.084  0.65
H 0.553 1.345 -1.266  0.42
H -1.399 -0.919 -1.559  0.31
H -1.064 0.491 -2.686  0.27
H 0.504 0.924 3.058  0.24
H -0.992 0.607 2.183  0.33
H 0.047 1.618 1.415  0.36

<c>
Here is the molecule C5H6N2 from OMol25. Energies are from ωB97M-V with the def2-TZVPD basis set.

The orbital gap (alpha / beta) is 8.0 / 8.1 eV.

Each line ends with the Mulliken charge.
Atoms and positions in Å:
N -0.778 0.317 2.758  -0.43
N -0.542 0.300 -0.819  -0.35
C -0.550 0.699 1.686  0.15
C 1.890 -0.223 -0.084  -0.68
C -0.328 1.188 0.342  -0.01
C 0.808 0.687 -0.477  0.27
C -0.721 -1.105 -0.480  -0.95
H 1.841 -1.055 -0.822  0.23
H 1.324 1.429 -1.109  0.38
H -0.682 2.206 0.186  0.37
H -1.704 -1.294 -0.046  0.32
H 0.037 -1.450 0.253  0.39
H -0.593 -1.699 -1.388  0.30

Most stable: <a> (next structure +14.6 kcal/mol)

<a>
Here is a structure of composition C5H6N2 from OMol25. Energies are from ωB97M-V with the def2-TZVPD basis set.

The orbital gap is 11.0 eV.

Each line ends with the Mulliken charge.
Atoms and positions in Å:
N 0.403 -1.432 -0.170  -0.63
N -1.338 1.123 0.952  -0.51
C 0.061 -0.136 -0.834  0.05
C 1.314 0.504 -0.169  -0.65
C -1.799 -0.043 0.908  -0.24
C -1.289 0.383 -0.376  -0.16
C 1.414 -0.881 0.397  -0.06
H -2.216 -0.794 1.567  0.33
H 2.099 -1.367 1.095  0.37
H 0.099 -0.210 -1.925  0.50
H 1.103 1.308 0.543  0.26
H -1.973 0.743 -1.143  0.43
H 2.121 0.801 -0.846  0.30

<b>
Here is the molecule C5H6N2 from OMol25. Energies are from ωB97M-V with the def2-TZVPD basis set.

The orbital gap is 8.5 eV.

Each line ends with the Mulliken charge.
Atoms and positions in Å:
N -0.040 -1.298 -0.559  -0.60
N 1.156 1.132 0.064  -0.17
C 1.212 -1.143 -0.310  0.06
C 0.120 1.450 -0.528  -0.11
C 1.852 0.045 0.222  -0.32
C -1.144 -0.511 -0.016  -0.38
C -1.197 1.072 0.040  -0.37
H -2.036 -0.844 -0.552  0.32
H -2.032 1.446 -0.556  0.27
H -1.254 -0.848 1.021  0.26
H 1.857 -1.986 -0.573  0.35
H 2.833 0.068 0.682  0.40
H -1.317 1.414 1.075  0.28

<c>
Here is a structure of composition C5H6N2 from OMol25. Energies are from ωB97M-V with the def2-TZVPD basis set.

The orbital gap (alpha / beta) is 8.1 / 8.1 eV.

Each line ends with the Mulliken charge.
Atoms and positions in Å:
N -0.149 0.018 -0.383  0.06
N -1.571 -2.911 -1.132  -0.47
C -0.315 -0.707 -1.509  -0.25
C -0.712 0.046 0.807  -0.42
C 0.346 0.897 1.446  -0.39
C -1.022 -1.910 -1.366  0.17
C 0.943 0.934 0.011  -0.63
H -1.583 -0.518 1.116  0.43
H 1.917 0.456 -0.123  0.32
H 0.989 0.361 2.155  0.23
H 0.042 1.853 1.885  0.28
H 0.215 -0.415 -2.402  0.38
H 0.901 1.896 -0.507  0.29

Most stable: <c> (next structure +12.5 kcal/mol)

<a>
Here is a structure of composition C5H6N2 from OMol25. Energies are from ωB97M-V with the def2-TZVPD basis set.

The orbital gap is 9.0 eV.

Each line ends with the Mulliken charge.
Atoms and positions in Å:
N -1.447 -0.188 -0.054  -0.07
N -3.886 0.194 -0.048  -0.48
C -0.332 -0.983 0.021  -0.68
C 2.115 -0.355 -0.038  -1.36
C -0.445 1.054 -0.067  -0.42
C 0.624 -0.043 -0.029  0.49
C -2.756 -0.030 0.068  0.46
H 2.331 -1.366 -0.258  0.34
H -0.431 -2.017 0.063  0.49
H 2.447 -0.118 0.945  0.31
H -0.402 1.755 -0.871  0.29
H -0.377 1.734 0.877  0.24
H 2.558 0.361 -0.608  0.38

<b>
Here is the molecule C5H6N2 from OMol25. Energies are from ωB97M-V with the def2-TZVPD basis set.

The orbital gap is 9.0 eV. As for the SMILES: [H]/N=C(C)\N=C/C#C.

Each line ends with the Mulliken charge.
Atoms and positions in Å:
N 0.106 -1.491 -0.407  -0.59
N 1.020 0.786 -1.370  -0.67
C -1.769 -0.306 -0.092  0.20
C -1.527 0.897 0.045  -0.50
C -1.140 -1.604 -0.279  -0.10
C 1.288 0.342 1.008  -1.11
C 0.602 0.264 -0.319  0.78
H 0.612 0.047 1.806  0.31
H 2.133 -0.346 1.003  0.34
H 1.664 1.353 1.162  0.35
H -1.736 -2.512 -0.390  0.38
H -1.800 1.922 0.084  0.37
H 0.547 0.648 -2.253  0.25

Most stable: <a> (next structure +41.8 kcal/mol)

<a>
Here is a structure of composition C12H19BiNSi from OMol25. Energies are from ωB97M-V with the def2-TZVPD basis set.

The orbital gap is 6.1 eV. As for the net charge: -1.

Each line ends with the Mulliken charge.
Atoms and positions in Å:
Bi 0.394 -0.255 -1.632  1.01
Si -0.010 -0.003 3.544  0.09
N -1.228 -1.621 -2.271  -0.73
C -0.035 -0.032 1.713  -0.20
C 1.534 -0.895 4.119  -0.94
C -0.446 1.415 -4.296  -0.47
C 0.954 1.649 -4.132  -0.58
C 1.022 -2.337 -2.562  -1.09
C -1.136 2.120 -3.262  -0.50
C -1.550 -0.898 4.113  -0.96
C -0.067 -0.228 0.498  -0.23
C -0.006 1.773 4.121  -0.91
C -0.164 2.795 -2.462  -0.56
C 1.132 2.499 -2.993  -0.51
C -0.424 -2.826 -2.532  -0.13
H -1.627 -0.943 5.207  0.30
H 1.746 1.286 -4.788  0.39
H -2.438 -0.388 3.717  0.29
H 1.735 -2.941 -2.005  0.32
H -1.556 -1.922 3.716  0.28
H -0.686 -3.189 -3.537  0.20
H 0.881 2.288 3.729  0.28
H -0.575 -3.656 -1.815  0.30
H 1.543 -1.922 3.730  0.28
H 1.357 -2.144 -3.586  0.26
H -2.066 -1.825 -1.732  0.19
H -0.374 3.448 -1.614  0.37
H -0.908 0.839 -5.095  0.35
H -2.217 2.192 -3.152  0.36
H -0.893 2.288 3.728  0.28
H 2.427 -0.388 3.730  0.28
H 2.081 2.901 -2.632  0.38
H 1.605 -0.937 5.215  0.29
H -0.006 1.856 5.217  0.29

<b>
Here is a structure of composition C12H19BiNSi from OMol25. Energies are from ωB97M-V with the def2-TZVPD basis set.

The orbital gap (alpha / beta) is 5.2 / 5.2 eV. As for the net charge: -1.

Each line ends with the Mulliken charge.
Atoms and positions in Å:
Bi 2.159 0.612 -0.643  0.67
Si -2.360 -0.192 2.244  0.13
N 3.179 -0.606 1.007  -0.66
C 3.116 -1.010 -3.340  -0.72
C -3.141 -1.822 1.715  -0.93
C 0.134 0.829 0.706  0.29
C -1.760 -0.458 4.012  -0.97
C -3.721 1.110 2.245  -0.95
C 1.456 3.457 -1.328  -0.54
C 2.066 -0.522 -4.187  -0.48
C 2.583 -2.081 -2.543  -0.70
C 0.898 -1.292 -3.921  -0.42
C -0.896 0.387 1.251  -0.84
C 1.214 -2.253 -2.911  -0.43
C 2.229 2.741 -0.462  -0.42
H -1.119 -1.348 4.082  0.30
H -3.537 -1.782 0.694  0.30
H 0.491 3.701 -0.894  0.28
H -4.486 0.887 3.005  0.28
H 2.149 0.311 -4.882  0.38
H 0.521 -2.970 -2.462  0.35
H -3.979 -2.072 2.383  0.27
H -4.222 1.171 1.269  0.29
H 1.869 2.388 0.593  0.38
H -3.299 2.101 2.459  0.28
H -2.602 -0.589 4.705  0.29
H 4.146 -0.622 -3.289  0.48
H 2.304 -0.207 1.458  0.22
H 3.313 2.375 -0.640  0.24
H -0.085 -1.150 -4.381  0.37
H 3.128 -2.630 -1.775  0.42
H -2.426 -2.653 1.764  0.29
H -1.165 0.404 4.343  0.28
H 1.845 3.785 -2.278  0.28

Most stable: <a> (next structure +117.2 kcal/mol)

<a>
Here is a cluster of 2 separate species, C2H3N2O2 in total from OMol25. Energies are from ωB97M-V with the def2-TZVPD basis set.

The orbital gap (alpha / beta) is 4.7 / 4.7 eV. As for the net charge: -1.

Each line ends with the Mulliken charge.
Atoms and positions in Å:
O -3.079 0.753 0.023  -0.68
O 2.868 0.619 -0.039  -0.17
N -1.044 0.045 0.225  0.36
N -2.168 -0.011 -0.498  -0.53
C 3.530 -0.050 -0.742  0.11
C 0.037 -0.735 0.132  -0.59
H 0.830 -0.137 0.672  0.11
H -1.123 0.709 1.018  0.23
H 0.150 -1.194 -0.789  0.15

<b>
Here is the ion C2H3N2O2 with charge -1 from OMol25. Energies are from ωB97M-V with the def2-TZVPD basis set.

The orbital gap is 7.6 eV. As for the net charge: -1. As for the SMILES: C=CN=[N+]([O-])[O-].

Each line ends with the Mulliken charge.
Atoms and positions in Å:
O 1.921 0.276 0.999  -0.67
O 1.434 2.406 0.791  -0.68
N 1.211 1.226 0.643  1.05
N -0.074 0.907 -0.018  -0.68
C -0.257 -0.434 -0.146  -0.18
C -1.276 -1.004 -0.765  -0.72
H -1.383 -2.034 -0.626  0.29
H 0.415 -0.997 0.456  0.34
H -1.992 -0.347 -1.334  0.24

<c>
Here is a cluster of 2 separate species, C2H3N2O2 in total from OMol25. Energies are from ωB97M-V with the def2-TZVPD basis set.

The orbital gap is 7.8 eV. As for the net charge: -1.

Each line ends with the Mulliken charge.
Atoms and positions in Å:
O 2.256 -1.386 -0.825  -0.64
O -0.079 -1.605 -1.294  -0.46
N -0.564 1.747 0.861  -0.69
N 0.209 -0.127 -1.003  -0.53
C -0.508 0.469 0.831  -0.20
C 1.127 -1.021 -0.973  0.83
H -1.393 2.113 0.388  0.17
H -1.354 -0.200 0.633  0.22
H 0.305 0.009 1.382  0.29

Most stable: <c> (next structure +11.0 kcal/mol)